Molecular formula: C6H10O
Method: DFT, ωB97M-V with the def2-TZVPD basis set

Properties
Lowest unoccupied orbital energy   0.52 eV
Energy above the lowest of the compared OMol25 structures with the same formula, charge and spin   5.730 eV
Multiplicity   1
Gap between HOMO and LUMO   8.08 eV
Total energy   -309.63178 a.u.
Strongest force on any atom   0.33 eV Å⁻¹

XYZ file:
```
17
Properties=species:S:1:pos:R:3:forces:R:3
C -2.053701 -0.502342 0.297164 0.0 0.0 0.0
C -0.843019 -0.098021 -0.519954 0.0 -0.1 0.0
O -0.507166 1.300046 -0.159397 0.2 0.1 0.0
C 0.781266 1.401915 -0.065357 0.1 0.0 -0.1
C 1.562440 0.152920 0.010702 -0.1 0.2 -0.2
C 1.016858 -0.779984 1.080526 0.0 0.0 0.2
C 0.457827 -0.852267 -0.305196 -0.1 -0.1 -0.1
H -2.895363 0.170485 0.105420 0.1 -0.1 0.0
H -1.825728 -0.489113 1.367105 0.0 0.0 -0.2
H -2.352210 -1.518758 0.021806 0.1 0.1 0.0
H -1.095258 -0.049519 -1.585585 0.0 0.0 0.1
H 1.746456 1.636091 -1.624657 -0.1 -0.1 0.1
H 1.137306 2.398214 0.174398 0.0 -0.1 0.0
H 2.150198 0.906149 -1.116417 -0.1 -0.1 0.1
H 0.376331 -0.409833 1.884761 0.1 -0.1 -0.2
H 1.708573 -1.558807 1.389863 -0.1 0.1 0.0
H 0.635196 -1.707183 -0.955187 0.0 0.2 0.1
```
Positions in Å, forces in eV/Å.

Atomic partial charges in e from the natural (NBO) method, atoms 1 to 4: atom 1 (C): -0.63, atom 2 (C): 0.09, atom 3 (O): -0.45, atom 4 (C): 0.40